[1]
Entry from the Open Molecules 2025 dataset: C42H50BBr2Cl3DyN10S5 as an isolated structure at a distorted geometry (the ωB97M-V functional and the def2-TZVPD basis).

Last column: Mulliken spin population.
Atoms and positions in Å:
Dy (4.946, -22.428, -3.543)  4.941
C (3.814, -27.448, -4.100)  -0.001
C (2.558, -26.697, -4.361)  -0.001
C (1.355, -27.250, -4.107)  -0.001
C (0.178, -26.467, -4.340)  0.001
N (0.233, -25.260, -4.812)  0.001
N (1.461, -24.753, -5.144)  0.001
B (1.525, -23.264, -5.513)  0.008
N (2.110, -22.728, -6.773)  0.001
N (1.770, -23.489, -7.813)  0.001
C (2.160, -23.220, -9.023)  0.000
C (3.111, -22.099, -9.172)  -0.001
C (3.415, -21.303, -8.111)  0.000
C (4.328, -20.089, -8.314)  0.000
C (2.970, -21.710, -6.813)  0.001
S (3.524, -20.828, -5.375)  0.002
C (1.822, -24.113, -10.216)  -0.001
C (1.342, -23.234, -11.326)  0.000
C (3.094, -24.949, -10.438)  0.000
C (0.674, -25.107, -9.908)  0.000
N (1.226, -22.348, -4.400)  -0.003
N (0.174, -22.449, -5.174)  0.001
C (-0.967, -21.918, -4.841)  -0.001
C (-1.053, -21.351, -3.507)  0.000
C (-0.023, -21.403, -2.632)  0.000
C (0.028, -20.813, -1.224)  -0.001
C (1.194, -22.024, -3.114)  -0.003
S (2.610, -22.111, -2.193)  0.024
C (-2.089, -21.776, -5.851)  -0.001
C (-1.897, -22.893, -6.865)  0.000
C (-2.026, -20.410, -6.486)  0.000
C (-3.464, -21.766, -5.223)  0.000
C (2.655, -25.392, -4.874)  0.001
S (4.181, -24.591, -5.196)  -0.007
C (-1.252, -27.034, -4.014)  -0.001
C (-2.306, -26.004, -4.272)  0.000
C (-1.211, -27.226, -2.454)  0.000
C (-1.584, -28.394, -4.692)  0.000
H (3.524, -28.376, -3.511)  0.000
H (4.452, -26.800, -3.486)  0.000
H (4.315, -27.716, -5.045)  0.000
H (1.245, -28.305, -3.793)  0.000
H (3.533, -21.924, -10.194)  0.000
H (4.671, -20.010, -9.327)  0.000
H (5.147, -20.298, -7.642)  0.000
H (3.841, -19.196, -7.979)  0.000
H (2.119, -22.630, -11.852)  0.000
H (0.601, -22.547, -10.872)  0.000
H (0.859, -23.829, -12.114)  0.000
H (4.065, -24.346, -10.585)  0.000
H (2.976, -25.576, -11.313)  0.000
H (3.147, -25.638, -9.606)  0.000
H (-0.230, -24.525, -9.758)  0.000
H (0.911, -25.696, -8.980)  0.000
H (0.627, -25.764, -10.736)  0.000
H (-2.091, -21.110, -3.158)  0.000
H (-0.949, -20.656, -0.768)  0.000
H (0.584, -19.890, -1.151)  0.000
H (0.589, -21.408, -0.561)  0.000
H (-1.150, -22.556, -7.592)  0.000
H (-2.792, -23.183, -7.472)  0.000
H (-1.541, -23.802, -6.375)  0.000
H (-1.080, -20.068, -6.964)  0.000
H (-2.241, -19.716, -5.676)  0.000
H (-2.843, -20.305, -7.236)  0.000
H (-3.630, -22.669, -4.658)  0.000
H (-4.194, -21.599, -5.955)  0.000
H (-3.491, -20.918, -4.561)  0.000
H (-2.061, -25.122, -3.740)  0.000
H (-3.191, -26.383, -3.834)  0.000
H (-2.434, -25.832, -5.364)  0.000
H (-1.073, -26.229, -2.138)  0.000
H (-0.478, -27.917, -2.068)  0.000
H (-2.147, -27.555, -2.025)  0.000
H (-1.913, -28.269, -5.760)  0.000
H (-2.427, -28.780, -4.222)  0.000
H (-0.741, -29.068, -4.455)  0.000
Br (8.179, -20.671, 2.523)  0.000
C (7.098, -21.284, 1.171)  0.000
C (5.856, -20.730, 0.938)  0.000
C (5.120, -21.205, -0.162)  -0.001
N (5.543, -22.194, -0.939)  0.005
C (6.647, -22.863, -0.606)  0.004
C (7.478, -22.407, 0.422)  0.000
C (7.135, -24.019, -1.441)  -0.002
C (7.933, -24.986, -0.836)  -0.001
C (8.467, -26.019, -1.552)  0.000
Br (9.617, -27.294, -0.810)  0.000
C (8.116, -26.027, -2.869)  0.000
C (7.279, -25.068, -3.433)  0.002
N (6.759, -24.054, -2.739)  0.004
H (5.567, -19.892, 1.525)  0.000
H (4.183, -20.665, -0.489)  -0.001
H (8.463, -22.827, 0.661)  0.000
H (8.088, -24.979, 0.281)  0.000
H (8.562, -26.708, -3.541)  0.000
H (7.086, -25.008, -4.478)  0.000
Cl (7.419, -23.084, -9.006)  0.000
C (8.021, -22.164, -7.626)  0.000
Cl (9.640, -22.699, -7.040)  0.000
Cl (8.177, -20.467, -7.939)  0.000
C (7.055, -22.304, -6.487)  0.005
N (6.311, -22.542, -5.653)  0.015
S (6.961, -20.357, -3.432)  0.009
C (6.876, -18.920, -2.576)  0.000
N (7.865, -18.482, -1.862)  -0.001
C (7.959, -17.076, -1.511)  0.000
C (6.557, -16.564, -1.561)  0.000
S (5.614, -17.802, -2.558)  0.000
H (8.707, -19.003, -1.943)  0.000
H (8.651, -16.533, -2.128)  0.000
H (8.380, -17.017, -0.528)  0.000
H (6.537, -15.702, -2.164)  0.000
H (6.116, -16.365, -0.592)  0.000

The charge is +3. As for the expectation value of S²: 9.3318. As for the multiplicity: 6. The frontier orbital gap (spin up / spin down) comes out at 7.7 / 7.8 eV.

[2]
Entry from the Open Molecules 2025 dataset: a 13-piece molecular cluster, C36H84N6O24 overall at a distorted geometry (the ωB97M-V functional and the def2-TZVPD basis).

Last column: Löwdin charge in e.
Atoms and positions in Å:
C (3.955, 2.477, 12.714)  0.037
N (2.860, 2.815, 11.745)  -0.404
O (1.743, 2.248, 11.855)  0.034
O (3.185, 3.512, 10.769)  0.043
H (4.529, 3.403, 12.669)  0.092
H (4.478, 1.553, 12.471)  0.104
H (3.586, 2.459, 13.739)  0.093
C (-6.347, -2.040, 4.328)  0.036
N (-6.958, -1.346, 5.492)  -0.449
O (-7.803, -0.482, 5.286)  0.051
O (-6.547, -1.612, 6.590)  0.068
H (-6.970, -2.837, 3.922)  0.097
H (-5.406, -2.512, 4.611)  0.097
H (-6.252, -1.351, 3.489)  0.099
C (-5.006, 3.295, 12.368)  0.022
N (-4.853, 4.530, 11.592)  -0.431
O (-3.952, 5.305, 11.938)  0.052
O (-5.726, 4.803, 10.770)  0.057
H (-4.101, 2.978, 12.886)  0.098
H (-5.352, 2.494, 11.715)  0.099
H (-5.768, 3.456, 13.130)  0.104
C (-7.005, 5.704, 3.969)  0.044
N (-7.510, 5.487, 2.591)  -0.471
O (-6.679, 5.023, 1.838)  0.056
O (-8.640, 5.846, 2.343)  0.068
H (-6.110, 6.281, 3.735)  0.102
H (-6.833, 4.733, 4.432)  0.105
H (-7.774, 6.327, 4.425)  0.096
C (2.991, 5.206, -5.188)  0.031
N (2.348, 5.015, -3.882)  -0.422
O (2.957, 5.338, -2.835)  0.037
O (1.192, 4.580, -3.838)  0.047
H (3.950, 5.676, -4.969)  0.094
H (2.430, 5.915, -5.795)  0.106
H (3.206, 4.215, -5.587)  0.106
C (-7.261, -8.164, -5.654)  0.032
N (-5.803, -8.189, -5.374)  -0.418
O (-5.032, -8.410, -6.321)  0.046
O (-5.446, -7.822, -4.235)  0.041
H (-7.375, -7.248, -6.233)  0.105
H (-7.816, -8.193, -4.716)  0.096
H (-7.600, -9.005, -6.258)  0.097
C (0.452, -6.838, -13.763)  -0.075
O (-0.032, -7.132, -12.412)  -0.192
C (0.206, -6.071, -11.513)  -0.225
C (-0.474, -6.204, -10.120)  -0.204
O (-0.040, -5.056, -9.401)  -0.192
C (-0.228, -5.170, -7.955)  -0.079
H (1.469, -6.446, -13.740)  0.083
H (-0.282, -6.173, -14.218)  0.085
H (0.492, -7.752, -14.356)  0.081
H (-0.016, -5.103, -11.963)  0.118
H (1.270, -5.950, -11.310)  0.118
H (-0.235, -7.185, -9.708)  0.120
H (-1.562, -6.263, -10.158)  0.120
H (0.544, -5.841, -7.578)  0.080
H (-1.149, -5.646, -7.617)  0.079
H (-0.161, -4.204, -7.453)  0.082
C (-1.859, 8.163, 0.652)  -0.146
O (-1.670, 8.682, 1.926)  -0.188
C (-0.866, 7.885, 2.848)  -0.143
C (-0.809, 8.667, 4.198)  -0.217
O (-2.041, 8.965, 4.783)  -0.170
C (-1.856, 9.509, 6.056)  -0.130
H (-2.261, 7.152, 0.605)  0.084
H (-0.956, 8.109, 0.044)  0.079
H (-2.514, 8.862, 0.132)  0.089
H (0.150, 7.867, 2.452)  0.116
H (-1.168, 6.839, 2.903)  0.119
H (-0.292, 9.620, 4.084)  0.126
H (-0.251, 7.995, 4.850)  0.117
H (-1.217, 8.911, 6.706)  0.087
H (-2.822, 9.541, 6.561)  0.088
H (-1.513, 10.542, 6.009)  0.088
C (5.054, -8.553, -0.534)  -0.082
O (5.127, -7.137, -0.242)  -0.213
C (5.634, -6.394, -1.343)  -0.186
C (4.493, -5.996, -2.354)  -0.202
O (3.514, -5.065, -1.947)  -0.169
C (2.518, -5.627, -1.161)  -0.125
H (4.092, -8.901, -0.158)  0.085
H (5.842, -9.076, 0.008)  0.081
H (5.165, -8.751, -1.600)  0.082
H (6.468, -6.866, -1.862)  0.118
H (6.021, -5.490, -0.875)  0.122
H (4.072, -6.855, -2.876)  0.115
H (4.938, -5.515, -3.226)  0.118
H (2.950, -6.096, -0.278)  0.080
H (1.968, -6.373, -1.735)  0.088
H (1.801, -4.897, -0.786)  0.088
C (-5.263, 2.421, -5.461)  -0.150
O (-5.007, 1.649, -6.562)  -0.175
C (-3.644, 1.633, -7.018)  -0.179
C (-3.570, 0.667, -8.207)  -0.153
O (-4.378, 1.305, -9.252)  -0.192
C (-4.282, 0.723, -10.529)  -0.144
H (-6.302, 2.745, -5.417)  0.093
H (-4.723, 3.365, -5.389)  0.082
H (-4.884, 1.879, -4.595)  0.087
H (-2.917, 1.340, -6.260)  0.121
H (-3.351, 2.623, -7.367)  0.126
H (-4.111, -0.274, -8.108)  0.123
H (-2.546, 0.462, -8.517)  0.119
H (-4.714, -0.278, -10.537)  0.079
H (-3.331, 0.594, -11.044)  0.079
H (-4.852, 1.284, -11.270)  0.083
C (6.464, 0.779, -0.406)  -0.089
O (7.671, 1.285, 0.208)  -0.197
C (8.850, 0.662, -0.275)  -0.230
C (10.038, 1.175, 0.484)  -0.188
O (11.275, 0.633, -0.074)  -0.179
C (12.423, 1.200, 0.542)  -0.117
H (6.472, 0.828, -1.495)  0.082
H (5.585, 1.268, 0.016)  0.087
H (6.352, -0.281, -0.182)  0.078
H (8.931, 0.892, -1.338)  0.126
H (8.688, -0.411, -0.179)  0.124
H (9.767, 1.076, 1.536)  0.129
H (10.059, 2.256, 0.346)  0.121
H (12.531, 0.789, 1.545)  0.081
H (12.349, 2.285, 0.613)  0.085
H (13.312, 0.820, 0.038)  0.086
C (-2.057, 1.791, 4.995)  -0.078
O (-2.533, 1.396, 3.690)  -0.175
C (-1.533, 0.898, 2.892)  -0.263
C (-2.025, 0.667, 1.472)  -0.164
O (-2.592, -0.670, 1.353)  -0.209
C (-2.989, -1.108, 0.041)  -0.099
H (-2.795, 2.232, 5.665)  0.086
H (-1.215, 2.476, 4.906)  0.081
H (-1.687, 0.906, 5.513)  0.083
H (-1.166, -0.078, 3.211)  0.129
H (-0.696, 1.597, 2.902)  0.122
H (-1.259, 0.803, 0.708)  0.122
H (-2.821, 1.408, 1.404)  0.125
H (-3.920, -0.639, -0.277)  0.081
H (-3.122, -2.190, 0.052)  0.081
H (-2.183, -0.895, -0.661)  0.078
C (3.767, -2.948, 4.603)  -0.089
C (2.840, -3.750, 5.253)  -0.108
C (2.259, -3.313, 6.436)  -0.105
C (2.524, -2.025, 6.888)  -0.084
C (3.598, -1.292, 6.302)  -0.102
C (4.278, -1.762, 5.206)  -0.085
H (4.143, -3.376, 3.685)  0.093
H (2.536, -4.695, 4.829)  0.098
H (1.422, -3.837, 6.873)  0.097
H (1.988, -1.558, 7.700)  0.094
H (3.812, -0.320, 6.720)  0.094
H (5.078, -1.257, 4.684)  0.097

As for the multiplicity: 1. The frontier orbital gap comes out at 8.9 eV.

[3]
Entry from the Open Molecules 2025 dataset: a 2-piece molecular cluster, C3H7NO overall at a distorted geometry (the ωB97M-V functional and the def2-TZVPD basis).

Last column: natural (NBO) charge in e.
Atoms and positions in Å:
C (0.501, 0.012, -0.119)  0.179
C (-0.729, 0.836, 0.154)  -0.640
C (0.354, -1.451, 0.050)  -0.685
N (1.632, 0.670, -0.149)  0.018
O (2.792, 0.235, 0.049)  -0.488
H (-1.188, 1.039, -0.806)  0.223
H (-1.399, 0.478, 0.914)  0.232
H (-0.269, 1.738, 0.479)  0.208
H (-0.248, -1.919, 0.744)  0.233
H (0.115, -2.007, -0.928)  0.233
H (1.395, -1.757, 0.102)  0.250
H (1.267, 2.073, -0.295)  0.238

As for the multiplicity: 1. The frontier orbital gap comes out at 8.8 eV.

What is the multiplicity in the first record?
6